ORCA calculation (ωB97M-V with the def2-TZVPD basis set) on an isolated ion of composition CCl3NP and charge +1 at a distorted geometry.

Each atom is followed by the atoms it is bonded to, with distances in Å.
Positions of all 6 atoms, in Å:
1 C 0.332 0.124 0.341  N2 1.162, P3 1.752
2 N 1.369 0.495 0.711  C1 1.162
3 P -0.997 -0.610 -0.533  C1 1.752, Cl4 1.926, Cl5 1.941, Cl6 2.558
4 Cl -0.331 -2.379 -0.900  P3 1.926
5 Cl -1.453 0.467 -2.082  P3 1.941
6 Cl -2.634 0.050 1.318  P3 2.558

Calculated values
HOMO energy = -16.71 eV
Max |F| = 4.0 eV/Å
Calculated total energy = -49373.4326 eV
E_LUMO = -8.679 eV
Molar mass = 163.35 g mol⁻¹
Total charge = +1

ORCA calculation (ωB97M-V with the def2-TZVPD basis set) on a 2-piece molecular cluster, C8H12O6 overall at a distorted geometry.

Each atom is followed by the atoms it is bonded to, with distances in Å.
Positions of all 26 atoms, in Å:
1 C -0.437 -0.331 -2.129  C2 1.526, H8 1.100, H9 1.089, H10 1.083
2 C -0.078 -1.326 -3.229  C1 1.526, C3 1.554, O7 1.427, H11 1.095
3 C 1.294 -2.033 -3.051  C2 1.554, O4 1.421, H12 1.092, H13 1.085
4 O 1.019 -3.359 -3.480  C3 1.421, C5 1.328
5 C -0.290 -3.579 -3.501  O4 1.328, O6 1.180, O7 1.359
6 O -0.826 -4.595 -3.768  C5 1.180
7 O -0.954 -2.450 -3.137  C2 1.427, C5 1.359
8 H 0.507 -0.058 -1.634  C1 1.100
9 H -0.922 -0.822 -1.286  C1 1.089
10 H -0.920 0.563 -2.503  C1 1.083
11 H -0.111 -0.914 -4.243  C2 1.095
12 H 1.505 -2.069 -1.980  C3 1.092
13 H 2.027 -1.539 -3.679  C3 1.085
14 C -1.049 0.766 3.860  C15 1.503, H21 1.083, H22 1.102, H23 1.093
15 C 0.112 1.177 2.999  C14 1.503, C16 1.549, O20 1.445, H24 1.091
16 C -0.258 1.946 1.706  C15 1.549, O17 1.415, H25 1.096, H26 1.087
17 O 0.559 3.099 1.780  C16 1.415, C18 1.345
18 C 1.124 3.229 2.994  O17 1.345, O19 1.181, O20 1.338
19 O 1.711 4.191 3.346  C18 1.181
20 O 0.904 2.136 3.734  C15 1.445, C18 1.338
21 H -0.838 0.266 4.797  C14 1.083
22 H -1.665 0.078 3.258  C14 1.102
23 H -1.769 1.584 3.946  C14 1.093
24 H 0.752 0.359 2.667  C15 1.091
25 H -1.286 2.325 1.728  C16 1.096
26 H -0.109 1.357 0.805  C16 1.087

Calculated values
HOMO energy = -11.14 eV
Max |F| = 2.0 eV/Å
Calculated total energy = -20775.5649 eV
E_LUMO = 0.191 eV
Molar mass = 204.18 g mol⁻¹
Total charge = 0

ORCA calculation (ωB97M-V with the def2-TZVPD basis set) on an isolated molecule of C5H11N at a distorted geometry.

Each atom is followed by the atoms it is bonded to, with distances in Å.
Positions of all 17 atoms, in Å:
1 C -2.502 1.491 -0.531  C2 1.510, H7 1.086, H8 1.089, H9 1.076
2 C -1.632 0.378 0.004  C1 1.510, C3 1.337, H10 1.090
3 C -0.304 0.371 0.155  C2 1.337, C4 1.524, H11 1.089
4 C 0.450 -0.912 -0.178  C3 1.524, C5 1.544, H12 1.094, H13 1.085
5 C 1.689 -1.218 0.690  C4 1.544, N6 1.464, H14 1.092, H15 1.090
6 N 2.797 -0.278 0.509  C5 1.464, H16 1.016, H17 1.015
7 H -2.045 2.469 -0.414  C1 1.086
8 H -3.481 1.400 -0.064  C1 1.089
9 H -2.595 1.262 -1.578  C1 1.076
10 H -2.182 -0.528 0.261  C2 1.090
11 H 0.189 1.342 0.119  C3 1.089
12 H -0.252 -1.698 0.115  C4 1.094
13 H 0.742 -0.847 -1.221  C4 1.085
14 H 2.040 -2.207 0.386  C5 1.092
15 H 1.390 -1.259 1.737  C5 1.090
16 H 2.430 0.661 0.392  N6 1.016
17 H 3.265 -0.427 -0.380  N6 1.015

Calculated values
HOMO energy = -8.77 eV
Max |F| = 2.8 eV/Å
Calculated total energy = -6852.1643 eV
E_LUMO = 1.147 eV
Molar mass = 85.15 g mol⁻¹
Total charge = 0

ORCA calculation (ωB97M-V with the def2-TZVPD basis set) on a 2-piece molecular cluster, C8H9N2O4 overall at a distorted geometry.

Each atom is followed by the atoms it is bonded to, with distances in Å.
Positions of all 23 atoms, in Å:
1 C -0.880 -2.693 -0.029  C2 1.359, N9 1.376, H15 1.090
2 C -1.693 -1.707 0.431  C1 1.359, N10 1.311, H16 1.094
3 C -3.276 0.727 -0.997  O11 1.154, O13 1.177
4 C -1.366 0.673 1.257  N10 1.382, O12 1.225, O14 1.261
5 C 0.555 -1.270 0.683  C7 1.464, N9 1.272, N10 1.781
6 C 2.639 1.701 -0.584  C8 1.495, H17 1.096, H18 1.072, H19 1.127
7 C 1.616 -0.270 0.562  C5 1.464, C8 1.548, H20 1.076, H21 1.050
8 C 1.685 0.561 -0.743  C6 1.495, C7 1.548, H22 1.123, H23 1.120
9 N 0.442 -2.311 -0.040  C1 1.376, C5 1.272
10 N -1.095 -0.625 0.868  C2 1.311, C4 1.382, C5 1.781
11 O -4.303 0.409 -0.579  C3 1.154
12 O -0.562 1.312 1.925  C4 1.225
13 O -2.559 1.165 -1.822  C3 1.177
14 O -2.484 1.040 0.804  C4 1.261
15 H -1.068 -3.760 -0.147  C1 1.090
16 H -2.784 -1.786 0.417  C2 1.094
17 H 2.054 2.322 0.104  C6 1.096
18 H 2.701 2.190 -1.536  C6 1.072
19 H 3.649 1.660 -0.085  C6 1.127
20 H 1.571 0.411 1.394  C7 1.076
21 H 2.590 -0.637 0.700  C7 1.050
22 H 1.911 -0.070 -1.644  C8 1.123
23 H 0.657 0.959 -0.939  C8 1.120

Calculated values
HOMO energy (alpha / beta) = -1.70 / -5.47 eV
Max |F| = 5.4 eV/Å
Calculated total energy = -19609.7876 eV
E_LUMO (alpha / beta) = 3.658 / 1.504 eV
Molar mass = 197.17 g mol⁻¹
Spin multiplicity = 3
Total charge = -1